C43H40N10O4OsS3Si | ωB97M-V with the def2-TZVPD basis set

The geometry in XYZ format:
```
102
Properties=species:S:1:pos:R:3:forces:R:3:lowdin_charge:R:1
Os 0.23571 0.29760 -0.04135 -1.6 -2.4 0.5 1.502
C -6.72311 12.05922 0.69808 0.1 0.0 0.1 -0.050
O -6.29985 11.31569 -0.44104 0.0 0.1 0.0 -0.052
C -5.66932 10.15141 -0.26021 0.0 -0.1 0.0 -0.273
C -5.31812 9.45762 -1.42510 0.0 0.0 -0.1 0.026
C -4.68555 8.24321 -1.34328 0.1 -0.1 0.0 -0.008
C -4.36824 7.68223 -0.09747 0.0 0.0 0.0 -0.166
C -4.71918 8.37868 1.05372 0.1 -0.1 0.1 -0.021
C -5.36257 9.60150 0.98308 0.0 0.1 0.2 0.000
C -3.69005 6.39533 -0.06680 0.0 -0.1 -0.1 -0.223
N -3.38487 5.67719 -1.13271 0.0 -0.1 -0.1 0.197
C -2.77800 4.55723 -0.66104 -0.1 0.1 0.1 -0.166
C -2.70484 4.57299 0.71993 0.0 -0.1 0.0 -0.118
N -3.28884 5.75869 1.08307 -0.1 0.0 0.1 0.196
C -2.12028 3.52012 1.47335 0.0 0.2 0.0 -0.048
C -2.06917 3.44248 2.87726 0.1 -0.1 -0.1 0.059
C -1.43695 2.37625 3.46497 0.0 0.1 0.1 0.007
C -0.85252 1.39283 2.67110 0.1 -0.1 0.2 -0.094
N -0.88607 1.43328 1.34458 0.1 0.2 -0.3 -0.058
C -1.52910 2.47800 0.73702 0.0 0.1 0.1 -0.129
C -1.58010 2.46218 -0.68990 0.0 0.1 -0.1 -0.138
N -0.96223 1.41848 -1.31474 -0.2 0.1 -0.1 -0.065
C -1.03151 1.34528 -2.64180 0.1 -0.3 -0.1 -0.090
C -1.68691 2.29705 -3.41847 -0.1 0.2 0.0 0.008
C -2.27752 3.37754 -2.80646 0.0 -0.1 0.0 0.070
C -2.23008 3.47172 -1.40675 0.0 0.1 0.0 -0.049
H -7.22184 12.93935 0.30926 0.0 0.0 0.0 0.099
H -5.87178 12.36849 1.30782 0.0 0.0 0.0 0.100
H -7.41879 11.47916 1.30707 0.0 0.0 0.0 0.100
H -5.56684 9.90730 -2.37729 0.0 -0.1 0.0 0.130
H -4.41923 7.69727 -2.23816 0.0 0.1 0.0 0.115
H -4.50195 7.97642 2.03828 0.0 0.0 0.0 0.108
H -5.62444 10.12142 1.89331 0.0 0.0 0.0 0.110
H -3.38895 6.12609 2.01281 0.0 0.0 0.0 0.156
H -2.52954 4.21146 3.48425 0.0 0.0 0.0 0.134
H -1.37604 2.28354 4.54042 0.0 0.0 0.0 0.129
H -0.36809 0.54556 3.13170 0.0 0.0 0.0 0.083
H -0.55184 0.49486 -3.10556 0.1 0.0 0.1 0.109
H -1.71243 2.17880 -4.49240 0.0 0.0 0.0 0.129
H -2.77896 4.15874 -3.36426 0.0 0.0 0.0 0.140
C -0.86229 -1.85821 5.15261 0.1 -0.1 -0.1 -0.177
Si 0.71118 -2.76570 4.65712 0.0 -0.1 0.3 0.526
C 1.77057 -2.95640 6.18296 0.1 0.0 -0.1 -0.172
C 0.41258 -4.41400 3.82520 0.0 0.3 0.0 -0.157
C 1.61354 -1.60935 3.43699 0.1 -0.1 0.0 -0.209
C 2.89605 -1.13065 3.68576 -0.2 0.0 -0.1 -0.012
C 3.50518 -0.21332 2.82313 -0.1 0.0 0.1 -0.007
C 2.79246 0.24804 1.74930 0.3 0.2 -0.2 -0.091
N 1.56398 -0.23160 1.47066 0.6 0.5 -0.7 -0.182
C 1.02586 -1.15366 2.25387 0.2 -0.6 0.9 -0.743
S -0.49055 -1.64165 1.58137 0.4 1.6 -1.7 0.846
H -1.44760 -2.47586 5.84019 0.0 0.0 0.0 0.045
H -1.50082 -1.61958 4.29950 0.0 0.0 0.0 -0.003
H -0.61899 -0.92961 5.67767 0.0 0.0 0.0 0.036
H 1.25105 -3.60774 6.89137 0.0 0.0 0.0 0.046
H 1.95113 -2.00486 6.68940 0.0 0.0 0.0 0.042
H 2.73681 -3.42076 5.96744 -0.1 0.0 0.0 0.044
H 0.19410 -5.18058 4.57171 0.0 0.0 0.0 0.044
H 1.30683 -4.70923 3.27149 0.0 0.0 0.0 0.041
H -0.42239 -4.37271 3.12094 0.0 -0.1 0.0 0.018
H 3.42585 -1.46526 4.57113 0.0 0.0 -0.1 0.116
H 4.51129 0.14122 2.99553 0.0 0.0 0.0 0.126
H 3.19083 1.01193 1.09224 0.0 -0.1 -0.1 0.126
N -4.12023 -3.62587 -0.01736 0.0 0.1 -0.1 0.188
C -3.79782 -3.65894 -1.33719 -0.1 0.0 0.1 -0.497
O -4.53330 -4.07413 -2.20378 0.2 0.0 0.1 0.102
C -2.44082 -3.10869 -1.69594 0.0 0.1 -0.1 -0.096
C -1.74805 -3.68733 -2.75376 0.1 0.0 0.0 0.048
C -0.53254 -3.14595 -3.13265 -0.3 -0.1 0.0 0.001
C -0.06458 -2.03286 -2.45682 0.4 0.2 -0.1 -0.122
N -0.73346 -1.46588 -1.45274 1.0 0.7 0.4 -0.040
C -1.90287 -1.99515 -1.08148 -0.1 0.2 0.2 -0.146
H -5.00412 -4.02189 0.25797 0.0 0.0 0.0 0.125
H -3.44087 -3.44152 0.69788 0.1 -0.1 0.0 0.095
H -2.18485 -4.53718 -3.26361 0.0 0.0 0.0 0.140
H 0.04064 -3.56203 -3.95004 0.0 0.0 0.1 0.123
H 0.87305 -1.57375 -2.74198 -0.1 0.0 0.1 0.102
H -2.43373 -1.48719 -0.28388 0.0 0.0 0.0 0.093
N 2.95366 -6.46143 -5.16138 -0.1 0.0 -0.1 0.129
C 3.10573 -5.72512 -4.02838 0.1 0.2 0.1 -0.307
C 4.22109 -4.88053 -3.87220 -0.1 -0.1 -0.1 -0.014
C 4.36076 -4.11227 -2.73894 -0.1 -0.1 0.3 -0.058
C 3.39604 -4.18720 -1.73525 0.0 0.0 0.0 -0.312
C 2.26855 -4.99758 -1.88146 0.3 0.1 0.1 -0.072
C 2.12846 -5.76422 -3.01395 0.0 -0.1 -0.2 -0.033
S 3.50058 -3.14874 -0.34162 -0.4 0.7 -0.6 0.591
O 2.96419 -3.80663 0.80702 -0.2 -0.1 0.2 -0.289
O 4.80113 -2.53598 -0.26262 0.1 -0.1 -0.1 -0.345
N 2.37529 -1.98139 -0.75508 0.2 0.5 0.5 -0.090
C 2.72404 -0.85581 -1.30832 0.0 -0.7 0.3 -0.718
S 4.27578 -0.45145 -2.02682 0.0 -0.1 0.1 1.113
C 3.65454 1.06856 -2.51844 -0.6 0.4 0.0 -0.375
C 2.36953 1.24010 -2.12594 0.5 0.9 -0.2 -0.260
N 1.81628 0.18851 -1.44017 -0.3 -1.9 0.9 -0.193
H 3.69787 -6.51715 -5.83129 0.0 0.0 0.0 0.106
H 2.22675 -7.14910 -5.22606 0.0 -0.1 0.0 0.104
H 4.97548 -4.84840 -4.64952 0.0 0.0 0.0 0.119
H 5.22293 -3.47174 -2.59940 0.0 -0.1 0.0 0.110
H 1.53120 -5.02418 -1.08677 0.0 -0.1 -0.1 0.118
H 1.27068 -6.41695 -3.13274 0.0 0.0 0.0 0.115
H 4.26082 1.75815 -3.08611 -0.1 0.0 0.0 0.081
H 1.76487 2.11179 -2.33582 0.1 0.0 0.0 0.102
```
Positions in Å, forces in eV/Å.

E_LUMO (alpha / beta) in eV: -7.94 / -7.84
Relative energy (zero: lowest compared OMol25 entry of this formula, charge and spin) in kJ/mol: 233.2
Molar mass in Da: 1075.376
Net charge: +2
HOMO-LUMO gap (alpha / beta) in eV: 3.78 / 3.88


C43H41AsN4O5STi | ωB97M-V with the def2-TZVPD basis set

The geometry in XYZ format:
```
96
Properties=species:S:1:pos:R:3:forces:R:3:nbo_charge:R:1
Ti -0.13446 0.71203 1.14109 -0.1 1.0 0.7 1.631
N -2.94823 3.91753 0.20800 0.1 -0.1 0.0 -0.776
C -2.37118 2.75566 0.55507 0.0 0.3 0.0 0.337
S -0.93379 2.87786 1.60713 -0.3 -0.2 -0.3 -0.165
N -2.84998 1.63934 0.10913 0.5 -0.2 0.3 -0.383
N -2.16643 0.57962 0.71618 -0.5 0.2 -0.5 -0.421
C -2.87460 -0.46662 1.00676 0.0 -0.2 0.1 0.437
C -4.19921 -0.74547 0.45146 0.1 0.0 0.2 -0.191
C -5.23898 -1.15060 1.29190 -0.1 -0.1 -0.1 -0.177
C -6.49263 -1.40631 0.76116 0.1 0.0 0.0 -0.194
C -6.70107 -1.28258 -0.60607 0.0 0.0 0.0 -0.151
C -5.66804 -0.87725 -1.44445 0.0 0.0 0.1 -0.224
C -4.42285 -0.59011 -0.91754 -0.1 0.0 -0.1 -0.088
C -2.27941 -1.27698 2.09221 0.0 0.2 -0.2 0.122
C -2.73041 -2.51827 2.48233 0.0 -0.1 0.1 -0.193
C -2.19119 -3.08151 3.63700 -0.1 0.0 -0.1 -0.123
C -1.22917 -2.38391 4.33868 0.0 0.0 0.0 -0.206
C -0.77425 -1.17204 3.83122 -0.1 0.0 0.0 0.074
N -1.28462 -0.63170 2.73118 0.1 0.0 -0.2 -0.470
H -2.65924 4.78827 0.61687 0.0 0.0 0.0 0.423
H -3.80684 3.88621 -0.31796 0.0 0.0 0.0 0.425
H -5.08256 -1.23628 2.35907 0.0 0.0 0.0 0.224
H -7.30439 -1.70072 1.41080 0.0 0.0 0.0 0.236
H -7.67765 -1.49660 -1.01821 0.0 0.0 0.0 0.236
H -5.84149 -0.77000 -2.50606 0.0 0.0 0.0 0.232
H -3.62813 -0.23512 -1.56118 0.0 0.0 0.0 0.226
H -3.49004 -3.02751 1.90725 0.0 0.0 0.0 0.258
H -2.53550 -4.04606 3.98395 0.0 0.0 0.0 0.249
H -0.81217 -2.76524 5.25953 0.0 0.0 0.0 0.250
H 0.01803 -0.62157 4.31966 0.0 0.0 0.0 0.231
O 1.23347 -0.02367 2.31123 0.2 -0.7 -0.1 -0.719
C 1.19692 -1.15471 1.65935 -0.3 0.5 0.0 0.790
O 0.36136 -1.14256 0.66842 0.4 -0.4 0.0 -0.741
C 1.96697 -2.29121 2.02527 0.2 -0.2 0.0 -0.188
C 1.93025 -3.41367 1.19071 0.1 -0.1 0.1 -0.125
C 2.66502 -4.55376 1.49557 -0.1 0.2 0.0 -0.260
C 3.41640 -4.50110 2.65017 -0.1 -0.2 -0.2 0.326
O 4.18686 -5.47066 3.14333 0.2 0.0 0.2 -0.436
C 4.78684 -4.95604 4.35440 -0.1 0.1 -0.1 0.229
O 4.27252 -3.62947 4.53628 0.1 -0.1 0.0 -0.458
C 3.46028 -3.37972 3.48363 0.0 0.1 0.1 0.238
C 2.75512 -2.25215 3.20598 -0.1 0.0 -0.1 -0.218
H 1.33269 -3.38225 0.28916 0.0 0.0 0.0 0.244
H 2.65243 -5.43184 0.86804 0.0 0.0 0.0 0.252
H 5.86579 -4.91419 4.22240 0.0 0.0 0.0 0.189
H 4.48243 -5.58329 5.18887 0.1 0.0 0.0 0.190
H 2.79081 -1.38027 3.84314 0.0 0.0 0.0 0.250
C 2.51207 2.98095 3.16366 0.0 0.0 0.1 -0.633
C 2.22386 3.29055 1.71602 -0.1 0.0 -0.2 -0.070
O 2.08953 2.07844 0.93327 -0.1 -0.1 0.1 -0.587
C 3.37930 1.71825 0.36536 -0.1 0.2 0.0 -0.064
C 3.58804 0.23544 0.24715 0.0 -0.2 0.0 -0.625
H 2.62984 3.91023 3.72251 0.0 0.0 0.0 0.240
H 3.43157 2.40415 3.27242 0.0 0.0 0.0 0.219
H 1.70375 2.41449 3.62920 0.0 0.0 -0.1 0.211
H 3.01505 3.89272 1.26429 0.0 0.0 0.0 0.201
H 1.30001 3.85740 1.59962 0.1 0.0 0.1 0.198
H 4.14554 2.14031 1.01711 0.0 -0.1 0.0 0.197
H 3.45795 2.21958 -0.60508 0.0 -0.1 0.0 0.196
H 3.77413 -0.22258 1.21607 0.0 0.0 0.1 0.216
H 4.45892 0.04367 -0.38179 0.0 0.1 0.0 0.242
H 2.75242 -0.27080 -0.23498 -0.1 0.0 -0.1 0.205
C 2.36583 4.71314 -3.37325 0.0 0.0 0.0 -0.173
C 2.15324 3.56998 -4.13331 0.0 0.0 0.0 -0.211
C 1.53550 2.46225 -3.57268 0.1 0.2 0.0 -0.144
C 1.16219 2.49329 -2.22997 0.0 0.0 -0.1 -0.377
C 1.34158 3.64616 -1.47717 0.0 0.1 -0.1 -0.218
C 1.94641 4.75763 -2.05200 0.0 -0.1 0.0 -0.198
As 0.11027 1.03807 -1.55060 0.0 -0.3 -0.1 1.026
C 0.84315 -0.61772 -2.24805 0.0 0.1 0.0 -0.370
C 0.07954 -1.77667 -2.11976 -0.1 -0.1 0.0 -0.207
C 0.55430 -2.98520 -2.60484 0.1 0.1 0.0 -0.206
C 1.80815 -3.04677 -3.20295 0.0 0.0 0.0 -0.181
C 2.58276 -1.90266 -3.30833 -0.1 0.1 0.0 -0.217
C 2.10177 -0.68789 -2.83230 0.1 0.0 0.0 -0.149
C -1.45443 1.33246 -2.65617 0.0 0.0 0.0 -0.320
C -1.99969 0.35016 -3.46807 -0.2 0.0 -0.1 -0.234
C -3.05929 0.66940 -4.31541 0.1 -0.1 0.0 -0.203
C -3.56088 1.95862 -4.35499 0.0 0.0 0.0 -0.200
C -2.99430 2.94623 -3.55420 0.0 -0.1 0.0 -0.138
C -1.94130 2.63649 -2.71198 -0.1 0.0 -0.1 -0.238
H 2.84278 5.57401 -3.82098 0.0 0.0 0.0 0.236
H 2.45337 3.54565 -5.17230 0.0 0.0 0.0 0.235
H 1.33037 1.59943 -4.19359 0.0 0.0 0.0 0.220
H 1.00344 3.68768 -0.45143 0.0 0.0 -0.1 0.224
H 2.08272 5.65819 -1.46847 0.0 0.0 0.0 0.228
H -0.89373 -1.75124 -1.63930 0.0 0.0 0.0 0.216
H -0.05328 -3.87621 -2.52186 0.0 0.0 0.0 0.229
H 2.17757 -3.98649 -3.59057 0.0 0.0 0.0 0.234
H 3.56082 -1.94534 -3.76744 0.0 0.0 0.0 0.234
H 2.72419 0.19256 -2.92259 0.0 0.0 0.0 0.220
H -1.61074 -0.65823 -3.47940 0.0 0.0 0.0 0.232
H -3.47273 -0.09615 -4.95856 0.0 0.0 0.0 0.231
H -4.37455 2.20223 -5.02418 0.0 0.0 0.0 0.234
H -3.36094 3.96305 -3.60592 0.0 0.0 0.0 0.219
H -1.49172 3.42761 -2.12433 0.0 0.0 0.0 0.223
```
Positions in Å, forces in eV/Å.

E_LUMO in eV: -6.80
Molar mass in Da: 848.680
Net charge: +2
HOMO-LUMO gap in eV: 6.39